18
Properties=species:S:1:pos:R:3:forces:R:3:nbo_charge:R:1 method="wB97M-V/def2-TZVPD" smiles="O=[N+]1C=[NH+]C2=C1CNCN2" total_charge=+2 total_energy_ha=-488.71608 de_lowest_kj_mol=11.9 lumo_ev="-11.879 / -12.715" gap_ev="6.7756 / 4.0970"
C -1.67442 -1.76230 -0.95930 -0.971 -1.063 0.805 0.340
C 0.13127 -0.44793 -0.72682 1.674 0.227 0.112 0.100
C -0.59930 -0.46816 0.43159 0.401 3.176 2.031 0.372
C 1.25069 0.49937 -0.93386 1.749 0.940 -0.432 -0.295
C 0.70291 1.28901 1.45816 -0.460 2.017 -0.293 -0.090
N 1.41598 1.38853 0.27541 -0.368 -1.683 -2.610 -0.433
N -1.67779 -1.27305 0.31143 1.153 -0.819 -3.631 -0.435
N -0.45954 0.49650 1.37050 -0.922 -2.020 -1.552 -0.384
N -0.51503 -1.22433 -1.61248 0.132 -0.016 0.814 0.119
O -0.14121 -1.44079 -2.74890 -0.352 -0.550 -1.127 -0.213
H -2.36652 -2.54863 -1.44047 1.062 1.498 0.831 0.338
H 2.37249 0.20050 -1.12478 -2.303 -0.517 0.030 0.328
H 0.94159 0.99890 -1.91738 0.595 0.275 1.283 0.308
H 1.13227 0.89198 2.32992 1.959 -0.760 1.281 0.271
H 0.52368 2.34210 1.77635 -0.718 -0.367 0.002 0.300
H 2.27060 1.90393 0.27777 0.454 0.457 0.144 0.448
H -2.34582 -1.26452 1.01161 -2.267 -0.797 1.346 0.475
H -0.96185 0.41887 2.22125 -0.818 0.001 0.966 0.450